(1)
This record from the Open Molecules 2025 dataset describes one molecule with the formula C4H7NO2. The level of theory is ωB97M-V/def2-TZVPD.

CARTESIAN COORDINATES (ANGSTROEM)
C -0.798138 -0.534538 -0.093384
C 0.456218 -0.567885 0.781483
C -1.112658 2.601821 -1.599108
C 1.320646 -1.758229 1.102647
N -1.198458 0.486979 -0.728096
O -0.493859 1.711262 -0.732052
O -0.688302 3.633623 -1.903676
H -1.377735 -1.554244 -0.237297
H 0.194117 -0.126990 1.681758
H -2.000118 2.227847 -2.039657
H 1.805143 -1.938408 0.192237
H 0.662338 -2.618729 1.357212
H 2.033646 -1.652686 1.882301
H 1.197160 0.090177 0.335632

Force components x, y, z for each atom (eV/Å):
C 1.4 -1.5 0.2
C 0.8 1.0 -1.0
C -0.6 -2.6 0.4
C -2.8 -1.8 -0.5
N -1.7 -0.4 -1.1
O 0.5 -0.5 0.7
O 1.8 2.7 0.0
H 0.7 2.5 0.2
H -0.8 1.2 1.8
H -1.3 -1.0 -0.1
H 1.1 -1.0 -1.1
H 0.6 0.2 -0.1
H 0.4 0.6 0.7
H -0.4 0.8 -0.2

The energy above the lowest of the compared OMol25 structures with the same formula, charge and spin is 79.5 kcal/mol. The SMILES is CC/C=N\OC=O. The HOMO-LUMO gap is 11.4 eV. The energy is -9843.834 eV. Its total charge is 0. For the molar mass, the calculation gives 101.1 g mol⁻¹.


(2)
This record from the Open Molecules 2025 dataset describes one molecule with the formula C4H7NO2. The level of theory is ωB97M-V/def2-TZVPD.

CARTESIAN COORDINATES (ANGSTROEM)
C -0.893389 -0.918903 -0.520267
C 1.618320 -0.667370 0.354441
O 1.510562 0.241860 -0.617778
C 0.569885 1.242604 -0.244802
C -0.670135 0.522700 0.261824
N -1.525240 1.123670 0.973304
O 1.228810 -0.523586 1.485444
H -1.815441 -1.338859 -0.146464
H -0.264256 -1.829239 -0.622742
H -1.034506 -0.638485 -1.560735
H 2.255754 -1.472768 -0.002129
H 0.342113 1.794366 -1.157029
H 0.989642 1.911069 0.509757
H -2.312121 0.552939 1.287175

Force components x, y, z for each atom (eV/Å):
C -0.7 0.9 0.5
C 1.5 0.4 0.9
O -0.1 -0.1 0.1
C -0.5 0.2 0.1
C -0.7 -1.5 -1.2
N 0.8 -0.5 0.0
O 0.2 -0.4 -0.6
H -0.5 0.2 0.1
H 0.5 1.1 0.8
H -0.3 0.2 -0.2
H -0.1 -0.5 0.0
H 0.0 0.0 0.1
H -0.2 -0.1 0.0
H 0.1 0.0 -0.5

The energy above the lowest of the compared OMol25 structures with the same formula, charge and spin is 47.5 kcal/mol. The SMILES is [H]/N=C(\C)COC=O. The HOMO-LUMO gap is 10.8 eV. The energy is -9845.221 eV. Its total charge is 0. For the molar mass, the calculation gives 101.1 g mol⁻¹.


(3)
This record from the Open Molecules 2025 dataset describes one molecule with the formula C4H7NO2. The level of theory is ωB97M-V/def2-TZVPD.

CARTESIAN COORDINATES (ANGSTROEM)
C -0.280372 0.254586 -1.633273
C 0.155977 -0.188333 -0.261404
C 0.541513 -1.565992 0.007230
O 1.531158 -0.555153 -0.153413
C -0.593070 0.463192 0.888066
O -1.777370 0.199763 1.013699
N 0.082892 1.288547 1.723564
H 0.192882 -0.380080 -2.387646
H -1.366587 0.172824 -1.704394
H 0.009715 1.293443 -1.837143
H 0.462729 -1.917563 1.034996
H 0.415121 -2.292425 -0.794576
H -0.420626 1.670599 2.508993
H 1.046038 1.556592 1.595301

Force components x, y, z for each atom (eV/Å):
C -0.1 0.0 -0.1
C -0.2 0.1 -0.1
C -0.2 -0.3 0.0
O 0.1 0.4 0.2
C 0.0 0.1 0.0
O 0.4 0.2 0.0
N 0.0 0.0 0.1
H -0.1 0.1 0.1
H 0.1 0.0 -0.1
H 0.0 -0.2 0.2
H -0.1 -0.2 -0.2
H 0.3 0.0 0.2
H 0.0 0.0 -0.1
H -0.1 -0.3 -0.1

The energy above the lowest of the compared OMol25 structures with the same formula, charge and spin is 30.7 kcal/mol. The SMILES is C[C@@]1(C(N)=O)CO1. The HOMO-LUMO gap is 10.8 eV. The energy is -9845.948 eV. Its total charge is 0. For the molar mass, the calculation gives 101.1 g mol⁻¹.


(4)
This record from the Open Molecules 2025 dataset describes a 2-piece molecular cluster, C4H7NO2 overall. The level of theory is ωB97M-V/def2-TZVPD.

CARTESIAN COORDINATES (ANGSTROEM)
C -0.546865 1.694048 0.022054
C -0.276903 0.232070 0.235292
C -0.811689 -0.471563 1.242114
O -1.014183 -0.591965 -1.729522
C 0.785815 -0.371507 -0.678168
O 1.187109 0.275800 -1.644864
N 1.348942 -1.551953 -0.320575
H -1.110348 2.104614 0.864468
H 0.382962 2.255059 -0.103267
H -1.131604 1.819685 -0.892763
H -0.676393 -1.543922 1.350898
H -1.445731 0.013629 1.979091
H 2.087386 -1.900021 -0.911619
H 1.221500 -1.963972 0.586859

Force components x, y, z for each atom (eV/Å):
C 0.0 0.0 0.0
C 0.5 -0.1 -0.2
C -0.2 -0.1 0.0
O -0.6 -0.1 -0.1
C 0.4 0.6 0.2
O -0.1 -0.3 0.2
N 0.1 0.0 0.0
H 0.1 -0.1 -0.1
H -0.1 -0.1 0.0
H 0.1 0.0 0.1
H 0.1 0.2 0.0
H 0.0 -0.1 -0.2
H -0.1 0.1 0.1
H 0.0 0.1 -0.1

The energy above the lowest of the compared OMol25 structures with the same formula, charge and spin is 142.3 kcal/mol. The HOMO-LUMO gap (alpha / beta) is 8.0 / 8.4 eV. The energy is -9841.109 eV. Its total charge is 0. For the molar mass, the calculation gives 101.1 g mol⁻¹.


(5)
This record from the Open Molecules 2025 dataset describes a 2-piece molecular cluster, C4H7NO2 overall. The level of theory is ωB97M-V/def2-TZVPD.

CARTESIAN COORDINATES (ANGSTROEM)
C -1.305885 -0.929881 0.953619
C 0.023614 0.129328 -1.389833
C 0.337259 1.311848 -0.488166
N 1.322458 0.965292 0.492808
C 2.037150 -0.027642 0.495091
O 2.800167 -0.894697 0.674686
O 0.746317 -0.834912 -1.433214
H -1.684446 -1.217266 1.931982
H -0.960711 -1.809162 0.405666
H -2.097221 -0.430070 0.384252
H -0.886853 0.182594 -2.012123
H -0.575888 1.686049 -0.008626
H 0.711173 2.124434 -1.124292
H -0.467138 -0.255910 1.118153

Force components x, y, z for each atom (eV/Å):
C -0.1 -0.1 0.1
C 0.3 -0.3 -0.1
C 0.0 0.0 -0.2
N 0.5 -0.3 -0.1
C 0.3 -0.1 0.2
O -0.5 0.6 0.0
O -0.4 0.4 -0.1
H -0.1 -0.1 -0.1
H -0.1 0.1 0.2
H 0.1 -0.1 0.1
H 0.1 0.1 0.0
H 0.2 -0.1 -0.1
H -0.1 0.0 0.0
H -0.2 -0.2 0.1

The energy above the lowest of the compared OMol25 structures with the same formula, charge and spin is 33.3 kcal/mol. The SMILES is O=C=NCC=O.C. The HOMO-LUMO gap is 11.0 eV. The energy is -9845.835 eV. Its total charge is 0. For the molar mass, the calculation gives 101.1 g mol⁻¹.


(6)
This record from the Open Molecules 2025 dataset describes one molecule with the formula C4H7NO2. The level of theory is ωB97M-V/def2-TZVPD.

CARTESIAN COORDINATES (ANGSTROEM)
O 1.892680 1.555204 0.140200
N 1.839835 0.249773 -0.401996
C 0.637981 -0.141692 -0.323315
C -0.109610 -1.423224 -0.630213
C -1.296893 -0.834256 0.189982
C -0.615180 0.548265 0.144680
O -0.624968 1.298835 1.319970
H 2.766517 1.877025 -0.106953
H 0.343973 -2.336103 -0.240647
H -0.338242 -1.562299 -1.692039
H -1.313954 -1.228610 1.209915
H -2.300243 -0.892990 -0.237767
H -0.952470 1.120457 -0.735512
H 0.180131 1.836659 1.297974

Force components x, y, z for each atom (eV/Å):
O 0.3 0.3 -0.1
N -0.5 -0.5 0.1
C 0.4 0.1 -0.1
C 0.1 -0.2 -0.1
C -0.2 0.0 0.1
C -0.1 -0.1 -0.2
O 0.2 0.1 0.1
H 0.0 -0.1 0.1
H -0.1 0.1 -0.1
H 0.1 0.1 0.2
H 0.0 0.1 -0.1
H 0.2 -0.1 0.0
H -0.3 0.1 0.2
H -0.2 0.0 0.1

The energy above the lowest of the compared OMol25 structures with the same formula, charge and spin is 76.0 kcal/mol. The SMILES is O/N=C1/CC[C@H]1O. The HOMO-LUMO gap is 10.6 eV. The energy is -9843.984 eV. Its total charge is 0. For the molar mass, the calculation gives 101.1 g mol⁻¹.


Q: The lowest energy above the lowest of the compared OMol25 structures with the same formula, charge and spin belongs to which entry?
A: number 3